1.
Density functional theory data (wB97M-V/def2-TZVPD) for 8 unconnected molecules or ions with the total composition C11H29N7O17S at a distorted geometry.

Last column: natural (NBO) charge in e.
Cartesian coordinates (Å):
C  1.7390  -0.0696  -0.0545  -0.419
N  -1.8176  2.0395  5.2661  0.539
H  -0.2435  1.6130  2.1180  0.240
H  -0.5081  -0.0224  1.4642  0.194
H  2.4893  -3.0647  5.6786  0.233
O  -4.8357  0.4760  0.2956  -0.407
O  0.3670  3.1856  0.3676  -0.656
O  0.6339  -1.5550  5.8327  -0.383
H  -2.3505  -2.8153  -3.6584  0.216
O  -0.5588  3.7267  -4.0025  -0.392
H  -3.6894  -3.1259  -1.5339  0.208
H  2.6592  0.2293  -0.5508  0.224
H  1.5935  2.2806  -0.9551  0.131
O  3.6150  -2.4050  -1.3507  -0.373
O  -1.0346  -3.3597  -2.0616  -0.695
H  -2.1838  5.0128  -1.6134  0.224
O  -5.2509  -0.9676  1.8381  -0.369
O  -2.5716  2.2272  6.1965  -0.368
O  -2.2654  -2.0741  -0.4740  -0.701
H  -1.9069  3.3056  -1.8303  0.229
O  -1.7404  -4.4466  0.0031  -0.898
S  -1.1819  -3.2438  -0.4650  2.562
C  -0.3908  1.7381  5.5900  -0.483
C  0.9845  2.2255  -0.0376  0.527
O  3.4816  1.0533  -3.3159  -0.405
O  -1.9188  5.3991  -3.9617  -0.382
C  -3.0541  -2.2497  -1.6832  -0.115
H  -0.4852  4.4410  -1.5226  0.263
N  2.8189  1.8975  -3.8942  0.537
C  0.2406  0.7169  1.7380  -0.417
C  2.9611  -2.7469  -3.5466  -0.488
H  2.8110  -2.5004  4.0260  0.238
C  -3.2216  0.1296  1.9175  -0.486
C  -1.4596  4.2837  -1.9651  -0.483
N  0.9417  -2.0035  4.7481  0.537
O  3.9622  -4.3447  -2.2188  -0.375
H  3.7220  -2.7851  -4.3161  0.234
O  -0.0024  -2.7236  0.1032  -0.903
H  1.1373  -0.5470  -0.8500  0.184
H  0.0835  1.4030  4.6772  0.229
H  -0.3884  0.9910  6.3741  0.245
H  -3.6661  -1.3679  -1.8383  0.234
N  -1.3041  4.4931  -3.4336  0.537
O  -2.1353  2.0820  4.0924  -0.396
H  3.0002  1.0307  -5.7633  0.227
H  4.0139  2.4644  -5.5103  0.237
H  0.0522  2.6577  5.9611  0.234
N  3.5642  -3.2024  -2.2622  0.537
O  1.9990  2.6227  -3.3956  -0.345
H  -3.2755  0.0403  2.9914  0.244
H  -2.5784  -0.6087  1.4485  0.238
H  -2.8816  1.0965  1.5652  0.238
H  2.1193  -3.4005  -3.7563  0.233
N  -4.5539  -0.1302  1.3163  0.537
C  -1.9578  -2.4657  -2.7086  -0.098
C  2.0735  -2.9538  4.6876  -0.486
C  3.0291  2.0373  -5.3552  -0.486
H  0.9136  0.3520  2.5102  0.198
H  -1.4462  -1.5084  -2.8533  0.192
H  2.5967  -1.7349  -3.4038  0.232
H  1.7139  -3.8666  4.2278  0.245
N  1.0050  1.0134  0.5456  -0.436
H  2.2374  2.6638  -5.7420  0.242
H  1.8933  -0.9143  0.6113  0.226
O  0.4060  -1.7251  3.6927  -0.381

For the frontier orbital gap, the calculation gives 8.93 eV. The calculation puts the energy relative to the best compared isomer or geometry (same formula, charge and spin) at 0.191 eV.

=====

2.
Density functional theory data (wB97M-V/def2-TZVPD) for 9 unconnected molecules or ions with the total composition C11H30Cl9NO6 at a distorted geometry.

Last column: natural (NBO) charge in e.
Cartesian coordinates (Å):
H  -0.2732  -15.5870  -7.1950  0.170
C  -6.8699  -16.6256  -3.4574  -0.282
C  -2.9990  -18.6151  -1.5365  -0.252
O  -3.6864  -17.5533  -2.2210  -0.795
H  -3.2082  -16.7699  -1.9382  0.509
H  -4.3471  -15.0018  -0.6623  0.258
H  -9.2671  -20.3747  -8.8563  0.159
O  -0.3607  -13.5503  -6.4123  -0.723
H  -2.5913  -19.2984  -2.2379  0.175
O  -7.7164  -21.8731  -9.1752  -0.728
C  -8.1541  -20.5695  -8.6953  -0.259
H  -2.1577  -18.1818  -0.9777  0.177
Cl  2.9262  -17.1566  -4.1830  0.002
H  -3.6526  -16.1518  -5.6013  0.168
H  -2.1123  -14.2924  -4.0866  0.224
C  -3.5446  -17.2770  -5.5560  -0.256
H  -7.5326  -21.8795  -10.0927  0.468
Cl  -3.8956  -21.6651  -3.9789  -0.013
H  -4.3079  -14.9957  -9.6425  0.181
H  1.7291  -19.0996  -3.8377  0.242
H  -4.1823  -18.0151  -3.8831  0.513
H  0.8883  -14.5090  -7.9428  0.157
H  -4.0191  -15.8023  -8.0847  0.167
H  -0.5006  -13.8390  -3.4175  0.217
C  -3.4326  -14.3896  -0.4090  -0.716
C  -1.5711  -13.5142  -3.5720  -0.425
Cl  1.0410  -18.2696  -6.0472  -0.004
H  -3.5360  -17.6553  -6.6079  0.179
H  -1.3689  -12.5828  -4.0877  0.226
H  -7.9885  -20.4394  -7.6042  0.193
H  -0.5624  -13.0328  -7.1998  0.472
H  -2.6627  -12.4997  -1.9994  0.396
H  -3.7031  -13.4257  -0.0128  0.218
O  -4.5483  -17.9395  -4.7978  -0.790
H  -2.8814  -14.8983  0.4258  0.248
C  1.4433  -18.1095  -4.2967  -0.300
C  0.2893  -14.7016  -6.9434  -0.257
Cl  -7.0772  -15.2017  -2.4109  -0.010
Cl  0.1986  -17.3333  -3.3660  0.062
C  -5.1730  -20.9449  -4.9853  -0.311
H  -5.7017  -15.2461  -8.5209  0.178
N  -2.2138  -13.3095  -2.2630  -0.572
H  -3.6557  -19.1057  -0.8513  0.176
H  1.0185  -14.9760  -6.1768  0.181
H  -2.5532  -17.5448  -5.1194  0.182
Cl  -7.6984  -17.9627  -2.7652  0.041
H  -5.8360  -16.9132  -3.6378  0.270
H  -7.7000  -19.7159  -9.1516  0.167
C  -2.5364  -14.4108  -1.5945  0.678
O  -4.1879  -13.7707  -7.9356  -0.744
H  -4.7849  -13.4751  -7.2494  0.474
Cl  -7.5488  -16.3211  -5.1066  -0.034
O  -2.0927  -15.5413  -1.9541  -0.711
H  -5.0386  -19.8381  -5.0182  0.283
Cl  -5.1401  -21.6202  -6.5903  0.028
C  -4.6118  -14.9943  -8.5889  -0.255
Cl  -6.7788  -21.2292  -4.2874  -0.005

For the frontier orbital gap, the calculation gives 10.51 eV.

=====

3.
Density functional theory data (wB97M-V/def2-TZVPD) for 3 unconnected molecules or ions with the total composition C11H30F3O9P3Si at a distorted geometry.

Last column: natural (NBO) charge in e.
Cartesian coordinates (Å):
H  4.9887  -1.9497  3.3568  0.184
H  -0.7688  -5.6547  0.3014  0.179
O  -5.3013  4.3721  -2.7532  -1.090
H  2.0656  2.7481  2.2438  0.185
H  -4.2603  1.7787  -3.1987  0.268
H  -1.5837  -3.4462  4.2845  0.201
H  5.6319  -1.3141  -0.7815  0.202
H  -3.1429  -0.3337  -3.5521  0.175
H  -0.8034  -0.6183  -1.0778  0.222
H  -1.5103  4.8502  -2.8646  0.258
H  -2.0507  -5.1348  4.0661  0.184
H  -2.0962  -1.4863  -0.2229  0.174
F  -1.3476  0.1660  -2.6437  -0.367
H  3.1007  2.7001  0.8059  0.185
F  -0.1101  2.7994  -3.7862  -0.377
H  -1.0474  4.7800  -1.1365  0.259
H  1.6247  2.7934  -1.0071  0.228
O  2.2835  0.9044  1.4129  -0.788
H  -2.8105  -3.8835  3.0510  0.182
H  6.0509  -2.6557  0.2871  0.184
O  -1.0746  -2.0930  2.3235  -0.966
Si  -2.7174  3.0267  -1.7078  1.605
O  4.2631  -1.7868  0.7001  -0.794
C  2.8345  2.1737  1.7241  -0.227
H  -3.2407  -0.0046  -1.8009  0.174
O  4.1377  0.4923  0.0481  -0.997
O  -0.8553  -4.4033  2.5971  -0.789
H  6.1655  -0.9869  0.8996  0.182
H  1.0299  1.5039  -2.0913  0.247
H  3.2631  -2.2090  3.0187  0.177
P  -0.5536  -3.2008  1.4129  2.324
H  -2.7212  2.1482  -4.0658  0.270
H  -5.2597  3.9621  -0.2889  -0.046
P  3.3660  -0.3674  1.0440  2.381
C  0.0711  3.3998  -2.5223  0.219
O  4.0208  -0.3044  2.5554  -0.786
H  3.7070  2.0925  2.3725  0.188
C  -1.8850  -4.1887  3.5468  -0.225
C  -3.1390  1.8024  -3.0939  -0.944
H  -2.4887  -5.7101  0.7456  0.187
C  0.6986  2.3974  -1.4987  -0.675
C  -1.1022  -1.0499  -0.1169  -0.251
C  4.0007  -1.4850  3.3669  -0.245
C  -1.7448  -5.1981  0.1322  -0.248
C  -2.7318  0.3194  -2.7409  0.056
C  5.6009  -1.6615  0.2502  -0.226
H  -3.9822  5.6574  -1.2183  -0.054
H  0.0117  2.0603  -0.6909  0.228
C  -1.2185  4.1408  -2.0373  -0.941
O  -0.1250  -2.0258  0.2394  -0.796
H  -1.1227  -0.2545  0.6302  0.198
H  0.8430  4.1942  -2.7008  0.166
O  -1.7474  -3.8002  0.4470  -0.776
H  -2.0139  -5.3243  -0.9171  0.192
P  -4.5100  4.3352  -1.4430  0.999
F  -2.4524  2.1372  -0.2974  -0.648
H  3.7595  -1.2045  4.3927  0.192

For the frontier orbital gap, the calculation gives 6.52 eV.

=====

4.
Density functional theory data (wB97M-V/def2-TZVPD) for 4 unconnected molecules or ions with the total composition C11H30NO4S3.

Last column: natural (NBO) charge in e.
Cartesian coordinates (Å):
H  -0.6910  -2.5996  1.5203  0.170
H  3.9797  0.3645  1.3645  0.205
S  -3.1207  -0.0717  -0.5556  1.252
H  1.0515  -2.2536  1.5092  0.257
O  -6.4170  3.1503  -1.0364  -0.986
H  -5.1640  6.4031  -1.7558  0.225
H  2.6425  -4.6756  -0.6404  0.178
H  5.2835  1.5420  4.0204  0.211
H  -5.4204  5.0146  -2.8725  0.229
H  -8.6767  4.9593  -0.9138  0.240
S  -6.3554  4.6007  -0.7183  1.258
C  -7.8171  5.3406  -1.4611  -0.831
O  6.4119  -0.9586  1.7655  -1.006
O  -2.3258  0.4514  0.5878  -0.988
H  3.5285  -1.3290  1.9814  0.343
S  5.5170  -0.5742  2.8968  1.246
C  -5.1636  5.3180  -1.8578  -0.833
C  5.9654  1.1393  3.2710  -0.830
H  -7.8731  5.0362  -2.5059  0.229
C  3.8874  -0.2769  2.2446  -0.912
H  -1.1570  -0.0972  -1.9032  0.228
H  3.6898  -5.0298  1.3429  0.117
H  1.0614  -3.4112  -1.9903  0.164
H  -4.2022  1.9890  -0.9540  0.254
H  -2.5997  1.9043  -1.7587  0.218
C  -1.9522  -0.8145  -1.6993  -0.845
H  2.6715  -1.8914  0.1291  0.253
H  -4.1876  4.9220  -1.5838  0.246
H  0.8082  -1.6978  -1.5896  0.130
C  3.7834  -3.9498  1.0895  -0.194
C  2.6044  -2.5283  -0.7564  -0.457
H  3.4345  -3.2048  2.8997  0.301
C  0.1359  -2.2350  0.9090  -0.296
O  0.2283  -3.1117  -0.2078  -0.563
N  3.0539  -3.0703  1.9602  -1.128
C  1.1497  -2.6706  -1.1881  -0.042
H  5.9133  1.7168  2.3477  0.218
H  -1.5359  -1.6958  -1.2086  0.273
C  -3.5276  1.3724  -1.5438  -0.840
H  4.8829  -3.7670  1.0690  0.116
H  6.9852  1.1383  3.6548  0.216
H  -4.0311  1.0727  -2.4638  0.220
H  -7.7684  6.4254  -1.3670  0.224
H  -2.4718  -1.1028  -2.6138  0.217
C  3.3118  -3.8442  -0.3941  -0.404
H  3.1059  -2.0110  -1.5821  0.182
H  3.2775  0.1896  3.0193  0.206
H  4.1955  -3.9620  -1.0296  0.180
H  -0.1021  -1.2164  0.5689  0.146

For the frontier orbital gap, the calculation gives 3.62 eV. As for the charge: -1.

=====

no.,highest occupied orbital energy (eV)
1,-9.037
2,-10.190
3,-9.593
4,-1.853